Molecular formula: C27H35F6FeN3O9S3Sb
Method: DFT, ωB97M-V/def2-TZVPD

Each line ends with the Löwdin charge.
Element x y z (Å)
Fe -0.41695 0.65764 1.31416  0.902
F -2.84353 -1.65929 4.53174  0.154
C -1.71982 -2.27317 4.18001  -0.682
F -0.67792 -1.53347 4.56144  0.141
F -1.65771 -3.45846 4.76730  0.162
S -1.66879 -2.45428 2.35039  0.635
O -1.69340 -1.08385 1.86620  -0.356
O -2.76999 -3.27751 1.98182  -0.235
N -0.27278 -3.16196 2.18963  -0.267
S 0.85943 -2.67320 1.23528  0.617
O 0.67746 -1.31193 0.72760  -0.405
O 1.28392 -3.64603 0.28225  -0.249
C 2.26526 -2.51589 2.41023  -0.664
F 3.32730 -2.06521 1.74253  0.144
F 1.95013 -1.63726 3.36717  0.142
F 2.56350 -3.67651 2.97069  0.169
C 5.30559 -0.85897 -2.55589  -0.139
C 4.41473 -1.33727 -1.41592  -0.510
C 4.15567 -2.83649 -1.47574  -0.132
Sb 2.55160 -0.14271 -1.33392  1.795
C 2.82814 1.59024 -2.67544  -0.502
C 3.62495 2.64750 -1.91845  -0.148
C 3.40326 1.28702 -4.05715  -0.130
C 1.15133 -1.42649 -2.46564  -0.507
C -0.25097 -0.82391 -2.48889  -0.142
C 1.63853 -1.73851 -3.87865  -0.132
H 6.24691 -1.42191 -2.53765  0.086
H 5.54718 0.20072 -2.45475  0.062
H 4.84472 -1.02092 -3.53273  0.062
H 4.87509 -1.07179 -0.46581  0.063
H 3.82325 -3.15059 -2.46824  0.070
H 3.41501 -3.16701 -0.75265  0.041
H 5.08970 -3.36677 -1.25895  0.087
H 1.80063 1.92081 -2.77683  0.052
H 4.65282 2.32665 -1.73456  0.067
H 3.16295 2.86071 -0.95245  0.062
H 3.64927 3.57870 -2.49543  0.083
H 4.49021 1.21498 -4.04591  0.061
H 3.13862 2.11247 -4.72758  0.086
H 2.99850 0.37561 -4.49443  0.041
H 1.14931 -2.33255 -1.86198  0.057
H -0.26997 0.11405 -3.04677  0.071
H -0.62898 -0.63032 -1.48749  0.043
H -0.94793 -1.51329 -2.97707  0.086
H 1.42706 -0.91113 -4.55721  0.068
H 1.10174 -2.61678 -4.25209  0.088
H 2.70589 -1.96459 -3.91904  0.049
O 4.11091 0.89478 0.68015  -0.048
C 3.39708 1.08054 1.66744  -0.484
C 3.95934 1.35335 3.06021  -0.069
C 2.71330 1.45397 3.93730  -0.073
C 1.59862 1.25059 2.93860  -0.501
O 0.37915 1.23262 3.21405  -0.017
N 2.02940 1.05574 1.68783  0.115
H 4.53914 2.27461 3.03134  0.122
H 4.62539 0.53888 3.34149  0.123
H 2.60273 2.41834 4.43167  0.125
H 2.64345 0.67620 4.69735  0.121
O -2.29681 1.68589 1.36071  -0.561
S -3.37705 2.32793 0.52104  1.080
C -3.96446 1.07835 -0.63130  -0.369
C -3.89683 -0.25764 -0.27783  -0.062
C -4.29638 -1.22005 -1.19284  -0.055
C -4.75154 -0.83670 -2.44920  -0.075
C -4.82714 0.50921 -2.78556  -0.072
C -4.43240 1.47768 -1.87369  -0.081
C -4.81528 2.22745 1.60008  -0.361
C -4.78174 1.44015 2.73818  -0.061
C -5.91818 1.35461 3.53076  -0.063
C -7.06537 2.05565 3.18131  -0.079
C -7.07586 2.86410 2.05088  -0.077
C -5.94456 2.95523 1.25495  -0.083
H -3.52027 -0.54416 0.69402  0.084
H -4.25365 -2.26662 -0.91444  0.112
H -5.03182 -1.59063 -3.17499  0.105
H -5.18986 0.80607 -3.76247  0.106
H -4.45793 2.53195 -2.12863  0.115
H -3.87115 0.90729 2.98793  0.107
H -5.90793 0.73806 4.42125  0.108
H -7.95382 1.97725 3.79559  0.104
H -7.96601 3.42347 1.79175  0.106
H -5.94048 3.57913 0.36630  0.112
O -1.42415 2.47767 -1.32687  -0.104
N -0.24322 2.28509 -1.42952  -0.205
O 0.30442 1.65687 -0.44798  -0.288

Results
<S²>: 8.758
Energy relative to the best compared isomer or geometry (same formula, charge and spin) (kcal/mol): 8.8
2S+1: 6
HOMO-LUMO gap (alpha / beta) (eV): 8.53 / 7.20
LUMO level (alpha / beta) (eV): 0.54 / -1.65
HOMO level (alpha / beta) (eV): -7.984 / -8.847
Electronic energy (a.u.): -5188.90354
Total charge: 0


Molecular formula: C27H35FI2N5O9RhSe
Method: DFT, ωB97M-V/def2-TZVPD

Each line ends with the Löwdin charge.
Element x y z (Å)
Rh -1.72559 -0.24787 -0.79764  1.025
C -1.64701 3.78391 5.17242  -0.080
C -0.48464 3.04989 4.51845  -0.573
C 0.57455 4.14716 4.35832  -0.054
C -0.01681 1.93997 5.42505  -0.045
C -0.82336 2.44634 3.11565  -0.106
C -2.14086 2.22466 2.73317  0.022
C -2.38387 1.73281 1.46862  -0.111
N -1.43611 1.13289 0.70829  -0.025
C -0.15907 1.23005 1.13533  -0.174
C 0.18060 1.92157 2.29747  0.066
C 0.76759 0.46456 0.31477  -0.154
C 2.15259 0.47182 0.46057  0.063
C 2.95598 -0.33206 -0.34667  -0.130
C 2.33795 -1.02442 -1.37699  0.023
C 0.98470 -1.17217 -1.34426  -0.044
N 0.21622 -0.46538 -0.49479  -0.017
C 4.42449 -0.56352 -0.00563  -0.536
C 4.68018 -2.08066 0.24737  -0.049
C 5.46845 -0.18272 -1.10847  -0.036
C 4.75487 0.10785 1.32002  -0.088
H -1.29306 4.33602 6.06444  0.093
H -2.49327 3.11055 5.44588  0.096
H -2.12114 4.55986 4.50623  0.105
H 0.88107 4.44598 5.39971  0.107
H 0.17202 5.00700 3.83938  0.085
H 1.46214 3.73029 3.86072  0.075
H -0.06269 2.22370 6.46758  0.082
H 1.03151 1.57596 5.24790  0.105
H -0.71919 1.09935 5.32285  0.102
H -2.97619 2.45833 3.35729  0.118
H -3.35142 1.86528 1.00105  0.059
H 1.23587 2.03335 2.50977  0.111
H 2.61880 1.07864 1.24067  0.103
H 2.94507 -1.63561 -2.06575  0.137
H 0.46313 -1.78390 -2.05828  0.114
H 4.60621 -2.73097 -0.62521  0.082
H 4.01903 -2.36548 1.05460  0.089
H 5.71902 -2.22023 0.68890  0.106
H 5.34908 -0.88683 -1.94278  0.078
H 6.49397 -0.34589 -0.70612  0.094
H 5.44353 0.86882 -1.43663  0.087
H 4.00884 -0.04830 2.14102  0.099
H 4.87535 1.20310 1.21259  0.095
H 5.72509 -0.27343 1.71103  0.096
O -3.67329 -3.26118 1.68140  -0.433
Se -3.57421 -1.65500 1.50057  0.928
O -2.06896 -1.52277 0.70018  -0.576
O -3.79929 -0.40630 2.61517  -0.471
O -4.86707 -1.31907 0.27835  -0.767
F 1.75002 -5.41566 -0.87863  0.056
C 0.41799 -5.33016 -1.09190  -0.176
C -0.01355 -4.92565 -2.29166  0.006
N -1.32412 -4.57744 -2.52046  -0.036
C -1.64242 -3.68704 -3.61244  -0.031
C -1.86731 -2.17312 -3.18457  -0.583
O -1.89754 -1.27486 -4.03295  0.011
O -1.95987 -2.02865 -1.91140  -0.189
C -2.34602 -4.79188 -1.59600  -0.458
O -3.51756 -4.75362 -1.89066  0.129
N -1.81095 -4.93045 -0.31913  0.227
C -0.56841 -5.37154 0.04504  -0.388
O -0.22765 -5.56755 1.20319  0.079
H 0.75326 -4.76386 -3.10637  0.161
H -2.54847 -4.11093 -4.03240  0.128
H -0.84961 -3.82011 -4.32832  0.116
H -2.49108 -4.72715 0.43657  0.154
I -4.22846 0.28921 -1.19564  0.929
I -5.22363 3.46160 -2.30622  0.162
C -1.84283 3.82488 -4.32064  -0.068
N -1.41038 2.42766 -4.15721  -0.153
C -0.25537 1.86787 -4.94771  -0.004
C -1.80647 1.78834 -3.03914  -0.307
O -1.08093 0.90830 -2.48355  -0.159
H -2.10718 4.07270 -5.40530  0.107
H -1.06674 4.56188 -4.04939  0.089
H -2.77874 3.98707 -3.70814  -0.009
H -0.44857 2.08089 -6.03243  0.102
H -0.26250 0.79600 -4.74957  0.074
H 0.71077 2.33851 -4.69585  0.091
H -2.78649 2.11880 -2.61066  -0.039

Results
<S²>: 6.021
Energy relative to the best compared isomer or geometry (same formula, charge and spin) (kcal/mol): 18.8
2S+1: 5
HOMO-LUMO gap (alpha / beta) (eV): 6.37 / 4.91
LUMO level (alpha / beta) (eV): -1.32 / -3.37
HOMO level (alpha / beta) (eV): -7.683 / -8.275
Electronic energy (a.u.): -5207.85030
Total charge: 0


Molecular formula: C27H35IN4OsP2
Method: DFT, ωB97M-V/def2-TZVPD

Each line ends with the natural charge from an NBO analysis.
Element x y z (Å)
Os 0.29764 -0.95255 3.96276  0.902
C -0.76434 0.74910 4.86792  -0.209
C -1.39922 0.32678 3.68302  -0.259
C -1.26442 1.05363 2.36490  -0.454
C -0.05513 0.64892 1.48889  -0.481
C 1.13806 0.07239 2.22293  -0.296
C 1.69227 0.56426 3.42773  -0.262
C 1.35285 1.92802 3.99592  -0.451
C 0.13365 1.95352 4.93722  -0.456
C 0.98579 -1.10094 5.90491  -0.845
H -1.30787 0.54716 5.79407  0.259
H -2.32716 -0.22747 3.83297  0.260
H -1.25170 2.14493 2.54222  0.237
H -2.20894 0.87574 1.81575  0.239
H -0.40089 -0.10281 0.74860  0.243
H 0.24877 1.50322 0.84970  0.261
H 1.74892 -0.62431 1.64407  0.260
H 2.65255 0.13887 3.74575  0.266
H 1.18883 2.64252 3.17116  0.237
H 2.22670 2.33094 4.53681  0.265
H 0.46194 2.09219 5.97786  0.251
H -0.44438 2.86028 4.69852  0.253
H 0.52291 -0.37726 6.60243  0.222
H 2.05731 -0.83490 5.90599  0.227
H 0.89608 -2.09494 6.37310  0.257
P 1.42632 -0.94972 -1.18410  1.199
P -2.06624 -0.14491 -1.06577  1.230
N 2.75300 0.15066 -1.41989  -0.671
N 2.14608 -2.23776 -2.20668  -0.653
N -2.25676 1.54619 -1.57789  -0.678
N -3.65169 -0.72552 -1.73462  -0.662
C 0.38272 -0.17106 -2.50660  -0.768
C -1.07139 -0.68286 -2.53566  -0.740
C 3.75054 0.32410 -0.45455  -0.074
C 4.78536 1.05649 -1.02187  -0.272
C 4.44393 1.30412 -2.38894  -0.246
C 3.18735 0.75341 -2.60527  -0.079
C 2.30693 -3.54020 -1.72122  -0.064
C 2.75847 -4.35241 -2.75440  -0.285
C 2.89651 -3.52827 -3.91938  -0.258
C 2.51438 -2.23513 -3.55849  -0.088
C -2.07139 2.63471 -0.71207  -0.065
C -2.04255 3.81015 -1.44439  -0.256
C -2.23047 3.45952 -2.82035  -0.239
C -2.33889 2.07139 -2.87536  -0.116
C -4.56435 -0.21946 -2.66607  0.211
C -5.51582 -1.19774 -2.95919  -0.193
C -5.16759 -2.36143 -2.20116  -0.224
C -4.01918 -2.05728 -1.48631  0.205
H 0.81292 -0.39893 -3.49673  0.270
H 0.38305 0.92745 -2.37161  0.258
H -1.55891 -0.31075 -3.45211  0.245
H -1.11645 -1.78345 -2.58247  0.248
H 3.60512 -0.08668 0.53572  0.199
H 5.67517 1.38179 -0.50972  0.240
H 5.03647 1.80818 -3.14156  0.243
H 2.55597 0.76790 -3.48148  0.210
H 2.06632 -3.74896 -0.69003  0.208
H 2.95632 -5.41299 -2.68382  0.239
H 3.22833 -3.83588 -4.90110  0.242
H 2.45682 -1.34000 -4.16454  0.212
H -1.98572 2.46950 0.35150  0.209
H -1.91734 4.80385 -1.03005  0.250
H -2.30759 4.13161 -3.66978  0.255
H -2.45896 1.43228 -3.73751  0.213
H -4.47248 0.78957 -3.05227  0.266
H -6.35798 -1.09975 -3.64348  0.280
H -5.69787 -3.30788 -2.18316  0.277
H -3.41171 -2.65587 -0.82077  0.245
I -0.02698 -3.35525 3.44999  0.052

Results
<S²>: 6.031
Energy relative to the best compared isomer or geometry (same formula, charge and spin) (kcal/mol): 0.0
2S+1: 5
HOMO-LUMO gap (alpha / beta) (eV): 5.28 / 2.91
LUMO level (alpha / beta) (eV): -6.99 / -9.35
HOMO level (alpha / beta) (eV): -12.262 / -12.262
Electronic energy (a.u.): -2339.17136
Total charge: +2


Molecular formula: C27H35KN6O8
Method: DFT, ωB97M-V/def2-TZVPD

Each line ends with the Löwdin charge.
Element x y z (Å)
K 0.84486 -0.28208 -0.43341  0.791
O 4.76741 -1.09597 -0.04065  -0.028
C 3.91899 -0.20629 -0.19832  -0.695
O 3.21705 0.03060 -1.22359  -0.169
C 3.76504 0.77282 1.00862  -0.113
C 2.93437 2.03516 0.74632  -0.277
C 3.34932 3.14788 1.72446  -0.110
C 2.72163 2.63201 3.04783  -0.105
C 2.04818 1.33057 2.57305  -0.260
O 1.62786 1.70124 1.24902  -0.174
C 3.11874 0.24654 2.34057  -0.107
C 2.49251 -1.16800 2.44126  -0.644
O 2.93508 -1.89687 3.34449  -0.033
O 1.51889 -1.43298 1.67239  -0.178
H 4.79424 1.06050 1.23736  0.137
H 2.86582 2.30923 -0.30332  0.150
H 4.43172 3.27217 1.77713  0.103
H 2.90923 4.10238 1.42556  0.096
H 3.45886 2.44344 3.82880  0.104
H 1.98102 3.33329 3.43799  0.100
H 1.17776 1.00785 3.13918  0.146
H 3.85587 0.28208 3.14184  0.132
O -4.15679 -0.65449 -2.36697  0.013
C -2.95899 -0.64067 -2.08150  -0.487
N -2.10534 0.39197 -1.99295  0.125
C -2.41918 1.57586 -2.54273  -0.472
O -3.10762 1.82752 -3.53086  0.018
C -1.68791 2.76460 -1.90565  -0.183
C -1.87966 4.02644 -2.46740  -0.020
C -1.26328 5.12013 -1.89156  -0.087
C -0.47099 4.92488 -0.76889  -0.078
C -0.33634 3.63619 -0.27766  -0.140
N -0.93040 2.57578 -0.82604  0.124
C -2.34010 -1.97662 -1.66688  -0.185
C -3.18408 -3.04544 -1.38103  -0.013
C -2.63528 -4.24342 -0.96237  -0.077
C -1.25596 -4.34947 -0.85377  -0.084
C -0.49495 -3.23522 -1.17151  -0.149
N -1.01583 -2.07512 -1.56352  0.067
H -2.51526 4.09969 -3.33815  0.105
H -1.39655 6.11228 -2.30824  0.093
H 0.03603 5.74791 -0.28110  0.091
H 0.28071 3.42548 0.58895  0.090
H -4.24904 -2.89176 -1.48040  0.108
H -3.27550 -5.08113 -0.71044  0.096
H -0.77629 -5.25874 -0.51668  0.091
H 0.58773 -3.26988 -1.08160  0.114
C -5.07716 1.14888 3.03340  -0.063
C -3.90951 1.49799 2.11438  -0.635
C -4.06808 0.75506 0.78759  -0.037
C -3.86314 3.00377 1.87401  -0.055
N -2.69814 1.08825 2.85069  -0.078
N -1.45729 1.30543 2.18871  0.037
H -6.02591 1.44232 2.57793  0.075
H -4.96838 1.65698 3.99413  0.071
H -5.10333 0.07127 3.21326  0.076
H -5.00592 1.02092 0.29364  0.089
H -4.06119 -0.32497 0.95543  0.078
H -3.26282 0.98754 0.09088  0.051
H -4.78130 3.33725 1.38469  0.078
H -3.02789 3.26732 1.22169  0.059
H -3.75046 3.53789 2.82126  0.075
H -2.75812 0.08334 2.99265  0.060
H -1.13468 2.24290 2.38828  0.062
H -1.52120 1.21705 1.17630  0.043
C -2.22055 -4.44520 3.65561  -0.065
N -1.29658 -3.63889 2.89872  -0.180
C 0.04045 -4.15988 2.66530  -0.045
C -1.68908 -2.44259 2.41035  -0.291
O -2.80619 -1.96607 2.58405  -0.029
H -1.96829 -4.44305 4.72148  0.085
H -2.18802 -5.47830 3.29794  0.080
H -3.22446 -4.04611 3.53066  0.075
H 0.44713 -4.53986 3.60464  0.087
H 0.69991 -3.36642 2.30348  0.064
H 0.01564 -4.98114 1.93983  0.072
H -0.89778 -1.93545 1.84238  0.128

Results
Energy relative to the best compared isomer or geometry (same formula, charge and spin) (kcal/mol): 13.9
2S+1: 1
HOMO-LUMO gap (eV): 7.04
LUMO level (eV): 4.26
HOMO level (eV): -2.784
Electronic energy (a.u.): -2580.43788
Total charge: -2